Entry 1:
Entry from the Open Molecules 2025 dataset: a 3-piece molecular cluster, C5H15NO2 overall (ωB97M-V/def2-TZVPD).

SMILES string   C=CCCNC.O.O
HOMO-LUMO gap   10.08 eV
Relative energy (zero: lowest compared OMol25 entry of this formula, charge and spin)   145.3 kJ/mol
HOMO level   -9.2 eV
2S+1   1
E_LUMO   0.031 Eh

Geometry as XYZ:
```
23
C5H15NO2 | the Open Molecules 2025 dataset | ωB97M-V/def2-TZVPD
C -3.4333 -0.3427 1.1413
C -2.5221 -0.9659 0.4076
C -1.0518 -1.1512 0.6907
C -0.2148 0.1354 0.7620
N -0.4892 1.0047 -0.3678
C 0.3466 2.2090 -0.3587
H -3.1328 0.0724 2.0949
H -4.4343 -0.2445 0.7618
H -2.8532 -1.4203 -0.5241
H -0.6406 -1.8193 -0.0698
H -0.9128 -1.7182 1.6162
H 0.8126 -0.2092 0.6861
H -0.3071 0.6072 1.7531
H -1.4700 1.2559 -0.3748
H 0.6793 2.4321 0.6572
H 1.2369 2.0538 -0.9644
H -0.2049 3.0755 -0.7030
O 1.7225 -0.2038 -2.0997
H 1.0090 -0.0991 -1.4500
H 1.2821 -0.6066 -2.8567
O 4.0124 -0.9691 0.3667
H 4.5840 -0.1951 0.3185
H 3.6674 -0.9805 -0.5431
```

These are the natural (NBO) partial charges, in e, on atoms 1 to 2: atom 1 (C): -0.4121, atom 2 (C): -0.1688

Entry 2:
Entry from the Open Molecules 2025 dataset: a 3-piece molecular cluster, C5H15NO2 overall (ωB97M-V/def2-TZVPD).

SMILES string   C=C(CC)NC.O.O
HOMO-LUMO gap   8.73 eV
Relative energy (zero: lowest compared OMol25 entry of this formula, charge and spin)   168.7 kJ/mol
HOMO level   -8.0 eV
2S+1   1
E_LUMO   0.026 Eh

Geometry as XYZ:
```
23
C5H15NO2 | the Open Molecules 2025 dataset | ωB97M-V/def2-TZVPD
C -1.0728 2.1578 -0.3376
C -0.7723 0.8628 -0.3848
C 0.4733 0.2745 0.2365
C 0.5832 0.6015 1.7748
N -1.5841 -0.0641 -1.0689
C -0.9107 -0.8968 -2.0822
H -1.9317 2.5296 -0.8802
H -0.5493 2.9704 0.1453
H 0.4762 -0.8091 0.1547
H 1.3651 0.6909 -0.2360
H 1.6514 0.7553 1.9199
H 0.0798 1.4996 2.0293
H 0.3236 -0.2652 2.3822
H -2.4125 0.3679 -1.4305
H -0.8115 -1.9038 -1.6654
H 0.0437 -0.5175 -2.4124
H -1.6105 -0.9771 -2.8972
O -1.9658 -2.0736 1.7756
H -1.1542 -1.8803 2.2569
H -2.3961 -1.2111 1.7469
O 4.2339 -0.2305 -0.4337
H 4.3286 0.6868 -0.6914
H 4.7585 -0.4399 0.3395
```

These are the natural (NBO) partial charges, in e, on atoms 1 to 2: atom 1 (C): -0.5307, atom 2 (C): 0.2081

Entry 3:
Entry from the Open Molecules 2025 dataset: a 2-piece molecular cluster, C5H15NO2 overall (ωB97M-V/def2-TZVPD).

SMILES string   CC[C@@H](C)NCO.O
HOMO-LUMO gap   9.93 eV
Relative energy (zero: lowest compared OMol25 entry of this formula, charge and spin)   320.0 kJ/mol
HOMO level   -9.1 eV
2S+1   1
E_LUMO   0.030 Eh

Geometry as XYZ:
```
23
C5H15NO2 | the Open Molecules 2025 dataset | ωB97M-V/def2-TZVPD
C 1.1137 0.8637 -2.3313
C 1.4085 0.4948 -0.8408
C 0.0020 -0.1863 -0.2945
C -0.2595 -1.6087 -0.8077
N 0.0597 -0.0090 1.1515
C -0.8273 -0.6565 2.1319
O -0.1784 -1.8504 2.7149
H 1.0677 -0.0341 -2.7898
H 0.2535 1.4589 -2.5544
H 1.8958 1.6662 -2.7394
H 2.2056 -0.2931 -0.8523
H 1.6502 1.3378 -0.3241
H -0.9421 0.4883 -0.5969
H -0.3202 -2.4576 -0.1469
H -1.1690 -1.7455 -1.2992
H 0.3403 -2.0525 -1.5958
H 1.0229 0.0313 1.7006
H -1.7282 -1.2509 1.7795
H -1.0839 -0.0804 2.9540
H 0.7656 -2.0219 2.4833
O -1.9349 2.6875 1.0685
H -1.1801 2.0179 0.9180
H -2.1619 3.2005 0.2706
```

These are the natural (NBO) partial charges, in e, on atoms 1 to 2: atom 1 (C): -0.6040, atom 2 (C): -0.3772